A molecular structure, C42H56BaClN6O2S2 in a non-equilibrium geometry. Source: the OMol25 dataset; level of theory: wB97M-V/def2-TZVPD.

Each line ends with the Löwdin charge.
CARTESIAN COORDINATES (ANGSTROEM)
Ba 0.7176 0.1385 -0.3021  1.81
C 1.8922 -2.4495 1.3114  -0.30
C 2.0537 -1.3373 2.1457  -0.31
C 2.9531 -0.4488 1.5134  -0.37
C 3.2943 -0.9842 0.2555  -0.42
C 2.6630 -2.2408 0.1389  -0.33
C 3.0380 -3.2660 -0.9001  -0.06
C 4.2637 -0.3933 -0.7352  -0.06
C 3.6073 0.7540 2.1431  -0.06
C 1.4764 -1.2093 3.5282  -0.04
C 1.2301 -3.7239 1.7594  -0.05
H 3.9790 -3.7570 -0.6353  0.09
H 3.1837 -2.8268 -1.8906  0.07
H 2.2900 -4.0562 -0.9983  0.06
H 5.2950 -0.7186 -0.5694  0.09
H 4.2816 0.7014 -0.6954  0.06
H 4.0149 -0.6722 -1.7639  0.07
H 4.4890 0.4600 2.7207  0.09
H 2.9426 1.2794 2.8323  0.04
H 3.9604 1.4707 1.3940  0.06
H 1.8180 -2.0181 4.1808  0.08
H 0.3821 -1.2488 3.5299  0.07
H 1.7702 -0.2691 3.9982  0.06
H 1.7937 -4.1838 2.5767  0.09
H 1.1735 -4.4653 0.9595  0.07
H 0.2176 -3.5614 2.1360  0.07
O -1.7912 1.7087 -0.3026  -0.26
C -3.0274 1.0539 -0.6075  -0.29
C -3.8161 0.7317 0.6435  -0.22
C -3.0470 -0.1616 1.6168  -0.13
C -2.7429 -1.5076 1.0392  -0.29
C -3.7315 -2.4855 0.9911  -0.01
C -3.4433 -3.7197 0.4451  -0.04
C -2.1644 -3.9514 -0.0327  -0.04
C -1.2392 -2.9299 0.0577  -0.17
N -1.5058 -1.7235 0.5724  0.05
H -2.0140 2.5675 0.0849  -0.03
H -2.7559 0.1409 -1.1423  0.12
H -3.6200 1.6734 -1.2839  0.10
H -4.7481 0.2384 0.3514  0.13
H -4.0944 1.6652 1.1399  0.02
H -3.6337 -0.2836 2.5297  0.13
H -2.1030 0.2988 1.8947  0.08
H -4.7133 -2.2714 1.3944  0.12
H -4.1982 -4.4945 0.4071  0.12
H -1.8776 -4.9075 -0.4497  0.11
H -0.2209 -3.0821 -0.2672  0.07
C 0.3362 -3.0222 -2.9733  -0.07
C 0.1673 -1.7476 -3.7246  -0.63
N 0.2640 -0.5594 -3.1928  0.00
C 0.0525 0.4332 -4.1316  -0.33
C -0.2226 -0.0263 -5.3785  -0.34
S -0.1973 -1.7293 -5.4023  1.11
C 0.1434 1.8537 -3.7663  -0.33
C 0.0381 2.8796 -4.6507  -0.34
S 0.1443 4.3695 -3.8376  1.11
C 0.3323 3.5391 -2.3468  -0.64
N 0.3167 2.2423 -2.4529  0.00
C 0.5283 4.2975 -1.0728  -0.07
H 0.8426 -2.8218 -2.0358  0.03
H 0.9359 -3.7359 -3.5373  0.09
H -0.6328 -3.4792 -2.7670  0.09
H -0.4290 0.5425 -6.2700  0.08
H -0.0975 2.8313 -5.7182  0.08
H 0.1395 5.3097 -1.1617  0.08
H 1.5911 4.3680 -0.8307  0.09
H 0.0177 3.7977 -0.2500  0.05
C 3.6957 4.3232 4.8474  -0.04
C 2.3621 4.5008 5.5853  -0.50
C 2.6883 5.0718 6.9723  -0.04
C 1.7322 3.1143 5.7937  -0.03
C 1.4336 5.5111 4.8168  -0.43
O 2.0287 6.8151 4.8503  -0.01
C 0.0261 5.5953 5.4285  -0.10
C -0.9385 6.6267 4.7919  -0.11
C -1.7906 6.0182 3.7020  -0.24
C -2.7113 5.0212 4.0177  -0.04
C -3.3447 4.2868 3.0306  -0.09
C -3.0673 4.5777 1.7041  -0.59
Cl -3.7296 3.5641 0.4372  0.87
C -2.2617 5.6425 1.3583  -0.10
C -1.6319 6.3605 2.3661  -0.05
C 1.4121 5.3116 3.2917  -0.03
N 0.8748 4.0520 2.7975  -0.05
C 1.4354 3.1693 1.9712  -0.17
N 0.5907 2.1799 1.7150  0.00
C -0.5193 2.5549 2.4124  -0.19
N -0.3832 3.6714 3.0833  0.15
H 4.3982 3.7948 5.4937  0.09
H 4.1379 5.2864 4.5874  0.09
H 3.5920 3.7208 3.9413  0.07
H 3.2993 4.3513 7.5179  0.09
H 1.7971 5.2542 7.5749  0.08
H 3.2694 5.9940 6.9061  0.09
H 2.4470 2.4847 6.3278  0.09
H 1.4957 2.6077 4.8600  0.07
H 0.8267 3.1561 6.3980  0.09
H 2.0154 7.1406 5.7574  0.10
H 0.1662 5.8651 6.4785  0.12
H -0.4471 4.6161 5.4202  0.10
H -0.3773 7.4848 4.4167  0.12
H -1.5942 7.0067 5.5771  0.12
H -2.8911 4.7702 5.0573  0.13
H -4.0262 3.4850 3.2826  0.11
H -2.1226 5.9030 0.3170  0.11
H -0.9877 7.1908 2.0967  0.12
H 2.4277 5.4068 2.9168  0.13
H 0.8295 6.1189 2.8627  0.11
H 2.4484 3.2570 1.6132  0.13
H -1.4265 1.9805 2.4539  0.10

As for the multiplicity: 1. As for the net charge: +1. Its max |F| is 2.64 eV Å⁻¹. Its HOMO energy is -8.82 eV. The calculation puts the orbital gap at 0.2522 Eh.


4 unconnected molecules or ions with the total composition C33H27N3O4 in a non-equilibrium geometry. Source: the OMol25 dataset; level of theory: wB97M-V/def2-TZVPD.

Each line ends with the natural charge from an NBO analysis.
CARTESIAN COORDINATES (ANGSTROEM)
O 0.0367 -1.4831 4.9538  -0.51
C -0.0987 -0.9073 3.9082  0.78
O 1.0370 -0.2454 3.4074  -0.50
C 1.1797 -0.3328 2.0211  0.30
C 1.0265 0.9017 1.2154  -0.25
C 1.1987 0.9160 -0.2382  -0.19
C 1.5459 -0.3237 -0.9849  -0.19
C 1.6989 -1.5280 -0.1821  -0.11
C 1.5172 -1.5428 1.2910  -0.10
C 1.7311 -2.9068 1.9845  0.54
O 1.0469 -3.3862 2.8595  -0.50
C 2.9274 -3.7640 1.4434  -0.10
C 3.7575 -4.5233 2.3640  -0.18
C 4.8495 -5.3208 1.7992  -0.20
C 5.0354 -5.3014 0.3510  -0.21
C 4.1776 -4.5577 -0.5857  -0.17
C 3.0937 -3.7574 -0.0266  -0.13
C 2.1147 -2.8773 -0.8789  0.56
O 1.6959 -3.2026 -1.9615  -0.50
C -1.4754 -0.9998 3.2245  -0.18
C -2.3098 -2.1618 3.6072  -0.15
C -3.6505 -2.3953 3.1035  -0.23
C -4.2390 -1.4238 2.1587  -0.21
C -3.4122 -0.3011 1.7540  -0.23
C -2.0464 -0.0598 2.2642  -0.17
H 0.7968 1.8863 1.6926  0.24
H 1.1177 1.8442 -0.8479  0.23
H 1.7027 -0.2801 -2.0889  0.23
H 3.5127 -4.4421 3.4510  0.25
H 5.4782 -5.9044 2.5114  0.23
H 5.8872 -5.8985 -0.0604  0.23
H 4.3822 -4.5750 -1.6823  0.24
H -1.8928 -2.9085 4.3285  0.25
H -4.2040 -3.2884 3.4837  0.23
H -5.2799 -1.6258 1.8219  0.22
H -3.8619 0.4385 1.0419  0.22
H -1.4428 0.8184 1.9394  0.23
N 2.6158 2.0782 -4.2223  -0.51
C 3.7367 1.9024 -3.4538  -0.08
C 4.5671 2.9717 -3.6669  -0.29
C 3.9214 3.8292 -4.5951  -0.33
C 2.7188 3.2529 -4.9171  -0.08
H 1.8377 1.4433 -4.2689  0.41
H 3.8456 1.0329 -2.8252  0.21
H 5.5310 3.1228 -3.2068  0.22
H 4.2964 4.7638 -4.9831  0.23
H 1.9310 3.5756 -5.5794  0.22
N -7.4679 -2.3804 3.8340  -0.51
C -8.1256 -2.8046 4.9568  -0.07
C -9.2107 -3.5418 4.5579  -0.31
C -9.2051 -3.5687 3.1397  -0.29
C -8.1173 -2.8465 2.7220  -0.09
H -6.6360 -1.8145 3.8270  0.41
H -7.7661 -2.5445 5.9394  0.21
H -9.9286 -4.0111 5.2120  0.22
H -9.9179 -4.0625 2.4980  0.22
H -7.7505 -2.6233 1.7326  0.21
N 2.3063 6.8316 -4.5107  -0.51
C 3.1804 7.8370 -4.8230  -0.08
C 2.5016 8.7751 -5.5582  -0.30
C 1.1648 8.3211 -5.6901  -0.31
C 1.0744 7.1214 -5.0313  -0.08
H 2.5341 6.0068 -3.9799  0.42
H 4.2076 7.7973 -4.4971  0.21
H 2.9188 9.6869 -5.9562  0.22
H 0.3597 8.8178 -6.2087  0.22
H 0.2425 6.4501 -4.8893  0.21

As for the multiplicity: 1. As for the net charge: 0. Its max |F| is 3.46 eV Å⁻¹. Its HOMO energy is -8.30 eV. The calculation puts the orbital gap at 0.2684 Eh.


2 unconnected molecules or ions with the total composition C3H8N2O2 in a non-equilibrium geometry. Source: the OMol25 dataset; level of theory: wB97M-V/def2-TZVPD.

Each line ends with the natural charge from an NBO analysis.
CARTESIAN COORDINATES (ANGSTROEM)
C -1.8568 -1.9522 -0.4478  -0.46
C 1.2079 1.6949 -1.0495  -0.27
C 1.4391 1.2543 1.2177  -0.05
N -0.7648 -1.0164 -0.2309  -0.23
N -0.3986 -0.8426 0.9257  0.33
O -0.6799 -1.2023 2.0929  -0.35
O 1.1507 2.1898 0.2973  -0.48
H -2.6237 -1.7620 0.1705  0.20
H -1.6281 -3.0922 -0.4545  0.21
H -2.1095 -1.7286 -1.4429  0.21
H 0.2659 1.0266 -1.2281  0.20
H 2.1334 1.3479 -1.4098  0.19
H 0.9846 2.4310 -1.7484  0.19
H 1.3003 0.1772 1.1011  0.16
H 1.5794 1.4746 2.2066  0.16

As for the multiplicity: 1. As for the net charge: 0. Its max |F| is 4.09 eV Å⁻¹. Its HOMO energy (spin up / spin down) is -9.51 / -7.06 eV. The calculation puts the orbital gap (spin up / spin down) at 0.3803 / 0.2192 Eh.


Molecular weight
In order: 913.87; 529.60; 104.11
Unit: g/mol
ΔE to the lowest compared entry with this formula, charge and spin
In order: 28.01; 0.00; 188.89
Unit: kcal per mole
Energy
In order: -3395.0348; -1738.7980; -378.8400
Unit: Eh